# 1
Formula: C10H18F4GaO3
Source: the Open Molecules 2025 dataset
Level of theory: ωB97M-V/def2-TZVPD

Geometry as XYZ:
```
36
Properties=species:S:1:pos:R:3:forces:R:3
C 2.6672 -1.4680 1.9446 -0.473 1.290 -0.457
C 2.0600 -1.8619 0.5202 0.163 -1.206 -0.309
C 3.1153 -1.5052 -0.6599 0.444 -1.072 0.973
C 0.5762 -1.3275 0.2415 0.793 -0.507 -0.658
Ga 0.2176 0.6289 0.7692 -1.276 -0.358 0.745
O 0.9154 1.1485 2.4462 -0.360 0.609 0.123
C -1.8666 0.8055 0.9444 -0.182 -0.034 -0.223
C -2.5538 -0.3931 0.1343 -0.315 0.354 0.481
C -4.1006 -0.0243 -0.2339 1.561 -0.738 -0.619
C -4.2803 0.4198 -1.7592 -2.919 1.690 -0.802
O -5.2279 1.1718 -2.0949 3.420 -2.321 1.195
O -3.4215 -0.0223 -2.7992 -1.271 -0.508 1.839
C 0.7720 2.0323 -0.6451 0.159 0.974 0.411
F -0.1341 2.0093 -1.7798 1.998 0.169 1.319
F 0.5643 3.3356 -0.0309 0.326 -1.775 -1.166
C 2.3055 2.0061 -1.0846 -0.817 2.226 0.007
F 3.1485 1.9453 0.0678 -1.665 -0.227 -2.303
F 2.5873 3.3002 -1.6763 0.069 -2.309 0.620
H 2.9464 -0.3530 1.8866 -0.431 -1.525 0.245
H 3.6216 -2.0270 2.2116 -1.324 0.410 -0.343
H 1.8593 -1.5286 2.7629 1.367 -0.130 -1.192
H 1.9960 -3.0177 0.5062 0.139 1.566 -0.030
H 2.6729 -1.6183 -1.7029 0.431 0.426 1.351
H 3.9301 -2.3206 -0.5776 -1.039 1.286 -0.232
H 3.6575 -0.5170 -0.4857 -0.984 -1.121 -0.394
H 0.4175 -1.3897 -0.9029 0.151 -0.015 1.593
H -0.2045 -2.0411 0.6976 1.206 1.092 -0.482
H 0.4398 1.9262 2.8147 0.497 -0.884 -0.602
H -2.1789 1.8355 0.5286 0.237 -1.558 0.557
H -2.1657 0.7478 2.0575 0.306 0.128 -1.680
H -2.5306 -1.3324 0.8033 -0.129 1.396 -1.055
H -1.9537 -0.6676 -0.8113 -0.994 0.531 1.364
H -4.7201 -0.9641 -0.0220 0.432 1.495 -0.525
H -4.4112 0.8527 0.4177 0.112 -1.249 -1.003
H -3.2388 -0.9757 -2.6463 0.259 0.877 0.118
H 2.5178 1.1894 -1.8426 0.110 1.020 1.135
```
Positions in Å, forces in eV/Å.

- F_max (eV/Å) = 4.30
- multiplicity = 1
- total charge = -1
- energy (Ha) = -2941.804117

Atom-resolved charges from natural (NBO), all expressed in e: number 1, C, carries -0.638; number 2, C, carries -0.202; number 3, C, carries -0.638; number 4, C, carries -0.950; number 5, Ga, carries 1.539; number 6, O, carries -1.187; number 7, C, carries -0.953; number 8, C, carries -0.409; number 9, C, carries -0.529; number 10, C, carries 0.788; number 11, O, carries -0.585; number 12, O, carries -0.701; number 13, C, carries 0.242; number 14, F, carries -0.385; number 15, F, carries -0.385; number 16, C, carries 0.498; number 17, F, carries -0.344; number 18, F, carries -0.377; number 19, H, carries 0.230; number 20, H, carries 0.192; number 21, H, carries 0.226; number 22, H, carries 0.164; number 23, H, carries 0.203; number 24, H, carries 0.196; number 25, H, carries 0.213; number 26, H, carries 0.200; number 27, H, carries 0.211; number 28, H, carries 0.460; number 29, H, carries 0.206; number 30, H, carries 0.201; number 31, H, carries 0.197; number 32, H, carries 0.199; number 33, H, carries 0.223; number 34, H, carries 0.252; number 35, H, carries 0.481; number 36, H, carries 0.162


# 2
Formula: C4H11N4O2
Source: the Open Molecules 2025 dataset
Level of theory: ωB97M-V/def2-TZVPD

Geometry as XYZ:
```
21
Properties=species:S:1:pos:R:3:forces:R:3
C 3.2054 -1.4549 1.5714 -0.514 0.012 0.670
C -2.6285 1.2299 -0.9622 -6.289 3.024 3.272
C -1.9085 0.1432 -2.9803 -0.131 0.180 -0.371
C 0.6437 0.2377 0.8382 -0.994 0.740 -0.666
N 0.0490 -0.3745 -0.0966 0.152 -0.005 1.147
N 1.0680 1.3051 1.2671 0.930 0.072 -0.540
N 2.0360 -1.9088 1.6445 -0.284 0.019 -0.264
N -1.8528 0.4502 -1.7506 2.909 -2.056 0.301
O 0.3831 -1.6656 -0.4435 -0.093 0.471 -0.418
O 0.9478 1.8077 2.5175 -3.659 -5.423 0.316
H 1.4263 2.5484 2.5119 3.169 4.726 -0.193
H 4.0267 -1.7463 2.1835 0.602 -0.421 0.478
H 3.3291 -0.6258 0.9402 0.613 0.964 -1.153
H -3.0799 0.7360 -0.0245 1.103 -0.450 -1.388
H -2.1120 2.0404 -0.3998 0.107 -0.201 -1.180
H -3.6701 1.5899 -1.3744 2.350 -0.213 0.024
H -2.7397 0.5925 -3.5931 0.967 -0.680 0.481
H -1.1124 -0.5334 -3.4080 -1.109 0.858 0.484
H 1.9088 -2.6151 2.3453 -0.019 -0.636 0.334
H 1.1353 -1.8766 0.1584 -0.008 -0.364 0.381
H -1.0553 0.1200 -0.9448 0.200 -0.615 -1.716
```
Positions in Å, forces in eV/Å.

- F_max (eV/Å) = 7.71
- energy above the lowest of the compared OMol25 structures with the same formula, charge and spin (kJ/mol) = 796.01
- multiplicity = 1
- total charge = +1
- energy (Ha) = -528.024719

Atom-resolved charges from natural (NBO), all expressed in e: number 1, C, carries 0.034; number 2, C, carries -0.488; number 3, C, carries 0.084; number 4, C, carries 0.504; number 5, N, carries -0.253; number 6, N, carries -0.142; number 7, N, carries -0.666; number 8, N, carries -0.437; number 9, O, carries -0.524; number 10, O, carries -0.469; number 11, H, carries 0.483; number 12, H, carries 0.181; number 13, H, carries 0.166; number 14, H, carries 0.260; number 15, H, carries 0.256; number 16, H, carries 0.238; number 17, H, carries 0.220; number 18, H, carries 0.241; number 19, H, carries 0.375; number 20, H, carries 0.491; number 21, H, carries 0.447


# 3
Formula: C21H29ClFN2O5
Source: the Open Molecules 2025 dataset
Level of theory: ωB97M-V/def2-TZVPD

Geometry as XYZ:
```
59
Properties=species:S:1:pos:R:3:forces:R:3
Cl -0.3622 -3.1193 -6.4246 -0.367 -0.068 0.716
C -1.2964 -3.3924 -4.9104 0.190 -0.136 -0.950
N -0.7532 -2.6374 -3.7550 0.247 0.346 0.416
C 0.6897 -3.0608 -3.4164 -0.733 -0.476 -1.080
C 1.1504 -2.3168 -2.1945 -0.465 1.122 1.047
N 0.0623 -1.4322 -1.6950 0.035 -0.040 -0.115
F 1.0354 1.5722 2.1897 0.212 -0.896 -0.592
C -1.1331 -2.2446 -1.3383 1.123 0.997 0.389
C -1.6395 -2.9654 -2.5635 -0.393 -0.510 -0.701
C -0.2899 -0.4320 -2.7407 0.504 -0.138 1.427
C -0.8070 -1.1184 -3.9779 -0.344 -0.847 -0.877
H -2.3280 -3.0721 -5.1068 0.371 -0.088 0.203
H -1.2486 -4.4656 -4.6915 -0.044 0.367 0.021
H 0.6515 -4.1422 -3.2445 0.005 0.160 -0.279
H 1.2875 -2.8270 -4.3012 -0.151 -0.241 0.110
H 1.4278 -3.0084 -1.3926 -0.032 0.162 -0.133
H 2.0190 -1.6931 -2.4306 -0.168 -0.104 0.144
H -0.8429 -2.9721 -0.5732 -0.044 0.272 -0.044
H -1.8922 -1.5711 -0.9225 0.187 -0.176 -0.064
H -2.6553 -2.6562 -2.8313 0.161 -0.196 -0.053
H -1.5952 -4.0515 -2.4314 -0.152 0.156 -0.184
H -1.0505 0.2437 -2.3280 0.255 -0.142 -0.041
H 0.6077 0.1507 -2.9778 -0.206 -0.090 0.183
H -0.1993 -0.9123 -4.8655 -0.293 -0.082 0.139
H -1.8602 -0.8728 -4.1644 0.262 -0.167 -0.179
C -3.6251 2.4708 -1.7752 0.121 -0.323 0.536
O -3.5693 1.5216 -0.6882 -0.143 0.453 -0.609
C -2.8858 1.8485 0.4460 0.533 0.439 0.859
C -3.0026 0.9295 1.5131 0.270 0.249 -0.618
C -2.2350 1.0972 2.6592 0.434 0.438 -0.207
C -1.3426 2.1797 2.7689 -0.087 0.009 -0.175
C -0.3802 2.2558 3.9336 0.385 0.028 0.329
C 1.0300 1.7604 3.5438 -0.247 0.503 0.857
C 2.2204 2.6814 3.7728 0.193 2.131 0.539
O 2.1469 3.7539 4.3335 0.548 -1.662 -1.104
O 3.3897 2.1604 3.2724 -0.507 -0.034 0.250
C 3.5468 0.7125 3.1769 0.652 -0.043 0.008
C 3.2591 0.0946 1.8320 -0.521 -0.131 -0.524
C 5.0267 0.4224 3.4430 -0.100 0.305 0.527
O 2.7464 0.0968 4.1951 -0.291 0.305 0.080
C 1.5403 0.6577 4.4969 -0.382 -1.093 0.909
O 1.0158 0.4474 5.5662 0.584 -0.012 -1.526
C -1.2680 3.1149 1.7286 -0.251 -0.276 0.263
C -2.0598 2.9947 0.5900 -0.331 -0.919 -0.452
H -4.2076 1.9678 -2.5494 0.076 0.166 0.095
H -4.1300 3.4016 -1.4763 0.175 -0.278 -0.020
H -2.6175 2.7016 -2.1567 -0.258 -0.045 0.123
H -3.6358 0.0502 1.3730 0.094 0.345 0.113
H -2.2621 0.3521 3.4559 -0.116 0.214 -0.177
H -0.2509 3.2653 4.3350 -0.232 -0.070 -0.106
H -0.7122 1.6090 4.7445 -0.112 0.207 0.027
H 2.2078 0.1283 1.5784 0.113 -0.047 -0.177
H 3.8440 0.6045 1.0638 -0.078 -0.083 0.051
H 3.5470 -0.9613 1.8756 0.129 0.256 0.027
H 5.3516 0.8411 4.3975 -0.058 -0.018 -0.106
H 5.2064 -0.6544 3.4422 -0.169 0.103 0.090
H 5.6261 0.8527 2.6330 -0.202 0.048 0.219
H -0.5372 3.9237 1.7894 -0.304 -0.120 0.038
H -1.9612 3.7149 -0.2267 -0.080 -0.228 0.358
```
Positions in Å, forces in eV/Å.

- F_max (eV/Å) = 2.21
- energy above the lowest of the compared OMol25 structures with the same formula, charge and spin (kJ/mol) = 0.00
- multiplicity = 1
- total charge = +1
- energy (Ha) = -1863.092388

Atom-resolved charges from natural (NBO), all expressed in e: number 1, Cl, carries 0.005; number 2, C, carries -0.199; number 3, N, carries -0.220; number 4, C, carries -0.238; number 5, C, carries -0.266; number 6, N, carries -0.375; number 7, F, carries -0.332; number 8, C, carries -0.266; number 9, C, carries -0.239; number 10, C, carries -0.269; number 11, C, carries -0.240; number 12, H, carries 0.246; number 13, H, carries 0.244; number 14, H, carries 0.229; number 15, H, carries 0.247; number 16, H, carries 0.231; number 17, H, carries 0.230; number 18, H, carries 0.229; number 19, H, carries 0.243; number 20, H, carries 0.233; number 21, H, carries 0.230; number 22, H, carries 0.238; number 23, H, carries 0.230; number 24, H, carries 0.247; number 25, H, carries 0.229; number 26, C, carries -0.258; number 27, O, carries -0.514; number 28, C, carries 0.298; number 29, C, carries -0.272; number 30, C, carries -0.177; number 31, C, carries -0.060; number 32, C, carries -0.458; number 33, C, carries 0.159; number 34, C, carries 0.756; number 35, O, carries -0.503; number 36, O, carries -0.509; number 37, C, carries 0.532; number 38, C, carries -0.666; number 39, C, carries -0.627; number 40, O, carries -0.501; number 41, C, carries 0.742; number 42, O, carries -0.510; number 43, C, carries -0.108; number 44, C, carries -0.327; number 45, H, carries 0.198; number 46, H, carries 0.199; number 47, H, carries 0.170; number 48, H, carries 0.221; number 49, H, carries 0.220; number 50, H, carries 0.257; number 51, H, carries 0.255; number 52, H, carries 0.239; number 53, H, carries 0.227; number 54, H, carries 0.223; number 55, H, carries 0.239; number 56, H, carries 0.226; number 57, H, carries 0.229; number 58, H, carries 0.212; number 59, H, carries 0.221